(1)
Molecular formula: C22H35IMnN7O6S
Method: DFT, the ωB97M-V functional and the def2-TZVPD basis

```
73
Properties=species:S:1:pos:R:3:forces:R:3:lowdin_charge:R:1
Mn 0.12991 0.85547 -0.05406 -0.2 0.1 -2.2 0.964
C 2.15341 1.45074 -5.09367 -1.9 -0.4 1.1 -0.072
N 2.03390 1.49235 -3.59606 -0.1 0.2 -1.1 -0.185
C 3.17639 2.24702 -3.06083 0.3 -1.4 0.8 -0.124
C 0.68608 1.73448 -2.95254 1.3 -0.1 0.1 -0.629
O 0.90591 1.95772 -1.61135 -1.0 -0.7 1.2 -0.310
C -0.16843 0.39581 -3.17592 -0.4 0.4 -0.7 -0.072
O -1.19572 0.12322 -2.17121 0.8 0.7 0.0 -0.187
C -2.49516 0.72068 -2.22596 0.8 -0.5 0.2 -0.077
C -2.89556 0.76231 -0.72464 -0.9 0.2 -1.8 -0.389
O -2.03879 0.79022 0.16719 0.2 0.3 0.7 -0.037
N -4.20440 0.79677 -0.49157 -0.1 -0.2 -0.7 -0.143
C -4.66448 0.86304 0.86326 0.1 0.8 1.1 -0.029
C -5.16301 0.48038 -1.56507 -0.7 0.3 0.0 -0.011
H 1.73204 2.30312 -5.60724 0.5 1.2 0.0 0.056
H 3.18004 1.26477 -5.39860 -0.2 -0.1 0.1 0.088
H 1.45060 0.71764 -5.49797 0.5 -0.8 0.1 0.076
H 2.92952 2.46922 -2.00370 0.6 -0.1 -0.6 0.066
H 4.08947 1.55547 -3.14281 -1.1 1.1 0.3 0.107
H 3.39210 3.17161 -3.58590 0.0 0.3 -0.2 0.049
H -0.69582 0.46345 -4.13846 0.3 -0.2 0.1 0.123
H 0.50029 -0.49033 -3.19911 -0.4 0.7 0.3 0.146
H -2.54126 1.75075 -2.67931 0.2 -0.9 0.5 0.147
H -3.17668 0.05351 -2.79682 0.5 0.5 0.3 0.128
H -5.76056 1.08008 0.93292 1.1 -0.6 -0.2 0.114
H -4.32620 -0.06639 1.34002 -0.6 0.3 0.4 0.110
H -4.14373 1.72372 1.34625 -0.4 -0.7 -0.1 0.088
H -6.21326 0.47352 -1.14970 1.3 -0.1 -0.4 0.117
H -5.09549 1.28345 -2.31750 -0.3 -0.5 0.1 0.104
H -4.90382 -0.49736 -2.01239 -0.5 0.5 0.2 0.106
O -0.38102 -7.92923 0.66066 -0.6 1.0 0.0 -0.380
S 0.70578 -8.35800 1.50514 -0.4 -1.3 -0.1 0.448
O 0.34514 -8.45248 2.95247 0.8 -0.4 -1.9 -0.379
O 1.44842 -9.42412 0.79697 -0.2 1.1 2.0 -0.370
C 1.85964 -6.96394 1.71567 -1.8 -1.7 -1.7 -0.380
N 3.00678 -7.38978 2.19620 0.8 0.5 1.0 0.140
C 3.82737 -6.43734 2.55601 0.6 0.0 -0.4 -0.098
C 3.53242 -5.08500 2.36914 -0.7 0.9 -0.3 0.018
C 2.30712 -4.74095 1.76990 0.7 -4.0 0.3 -0.210
N 1.46681 -5.76354 1.35589 1.1 1.8 1.4 0.173
C 1.82495 -3.43224 1.50101 -0.7 2.1 -0.1 -0.128
C 0.51965 -3.27738 1.00413 -0.6 -1.3 -0.5 0.030
C 0.09365 -2.03608 0.61708 -2.2 -1.0 0.4 -0.128
N 0.86587 -0.97273 0.71115 -0.3 1.8 -1.8 -0.075
C 2.13536 -1.09931 1.05656 0.2 -1.7 1.9 -0.124
C 2.58836 -2.25449 1.67607 0.7 -0.8 -0.5 0.036
H 4.78504 -6.79699 2.91970 0.1 0.4 0.2 0.119
H 4.26458 -4.33360 2.61729 0.1 0.1 0.2 0.092
H -0.16623 -4.15684 0.86101 1.1 0.9 0.3 0.153
H -0.97520 -1.92739 0.25372 1.5 0.2 0.4 0.139
H 2.79330 -0.30515 0.87900 0.7 1.4 0.1 0.099
H 3.58189 -2.32589 2.17387 -0.8 0.2 -0.8 0.128
I 0.54699 4.89360 -3.76902 0.6 0.1 0.1 0.820
C -0.13794 2.91379 -3.54033 -1.3 -0.8 0.0 -0.636
H -0.55064 2.62414 -4.52346 0.2 0.3 0.4 0.051
H -0.96705 3.09839 -2.82604 0.3 -0.4 -0.6 0.012
N -0.74624 4.25038 3.69238 0.9 0.4 -0.3 0.058
C -0.22553 4.77901 2.32792 0.0 -1.4 -0.4 -0.045
C -0.56496 3.71236 1.21391 -1.2 0.2 0.6 -0.150
N 0.04913 2.41127 1.49626 1.3 1.1 1.5 -0.138
C -0.47507 1.94302 2.80339 2.3 -1.3 0.3 -0.179
C -0.16142 2.87118 3.98423 0.8 0.0 0.0 -0.082
H -1.78262 4.18550 3.74704 0.8 0.4 -0.1 0.196
H -0.36253 4.93480 4.37517 -0.9 -0.6 -0.1 0.191
H 0.86342 4.88738 2.47302 -0.4 -0.2 -0.1 0.141
H -0.61381 5.77399 2.13164 -0.4 -0.1 0.1 0.134
H -0.23245 4.01512 0.21716 -0.3 0.4 0.2 0.130
H -1.68680 3.48044 1.24539 1.4 0.7 -0.4 0.147
H 1.07968 2.61462 1.62410 -1.2 -0.5 -0.2 0.159
H 0.02012 0.95093 2.96877 -0.4 0.8 0.3 0.146
H -1.50863 1.70587 2.73340 -1.1 0.1 -0.3 0.108
H 0.95708 3.00115 4.16739 -1.5 -0.1 -0.4 0.164
H -0.60774 2.48910 4.91180 0.1 0.2 -0.3 0.143
```
Forces are in eV/Å.

Calculated values
Gap between HOMO and LUMO (alpha / beta) (eV): 3.82 / 3.81
Highest occupied orbital energy (alpha / beta) (eV): -8.205 / -8.205
Energy above the lowest of the compared OMol25 structures with the same formula, charge and spin (kJ/mol): 28.4
Charge: +1
⟨S²⟩: 8.76
Multiplicity: 6

---

(2)
Molecular formula: C22H35InNO3P2
Method: DFT, the ωB97M-V functional and the def2-TZVPD basis

```
64
Properties=species:S:1:pos:R:3:forces:R:3:lowdin_charge:R:1
In 0.32905 -0.02755 -0.76779 -2.8 0.8 1.7 0.566
H -1.39186 -0.62722 1.10564 -0.3 1.7 0.3 0.051
H -1.38880 0.17534 1.24045 0.0 -2.0 -0.2 0.091
P -0.01886 -2.50898 -0.46839 1.0 0.5 -0.2 0.682
P -0.01479 2.50222 -0.46873 1.4 -0.4 0.2 0.729
C 1.42134 3.33386 0.26132 -0.2 0.3 -0.2 -0.221
H 1.33192 4.39046 -0.03602 0.4 -0.2 0.2 0.065
H 1.38763 3.22409 1.36272 0.0 0.1 -0.6 0.053
H 2.33893 2.88226 -0.15143 -0.3 0.3 0.2 0.061
C 0.01386 2.77609 -2.27060 -0.2 0.6 0.4 -0.286
H -0.87268 2.28506 -2.71180 0.4 0.4 0.1 0.048
H -0.01011 3.86969 -2.39458 0.0 -0.4 -0.6 0.061
H 0.94410 2.33357 -2.67608 -0.4 0.4 0.1 0.050
C -1.51149 3.29636 0.18835 -0.1 -0.5 0.1 -0.176
H -1.53304 3.23384 1.29187 0.1 0.0 -0.6 0.046
H -1.44838 4.35307 -0.11891 -0.1 -0.3 0.1 0.076
H -2.40851 2.81396 -0.23881 0.3 0.3 0.2 0.070
C 0.19424 -2.75373 -2.26053 -0.2 -0.7 0.3 -0.280
H 0.14624 -3.83842 -2.41129 0.1 0.2 -0.6 0.062
H -0.61586 -2.23045 -2.79408 0.3 -0.3 0.2 0.051
H 1.17246 -2.34657 -2.56954 -0.3 -0.3 0.0 0.054
C 1.31869 -3.37208 0.38393 -0.1 -0.4 -0.2 -0.229
H 1.20284 -3.27028 1.47777 0.1 0.0 -0.6 0.026
H 1.23422 -4.42646 0.07075 0.4 0.2 0.4 0.069
H 2.28934 -2.94601 0.07763 -0.4 -0.3 0.1 0.068
C -1.59350 -3.25675 0.00938 0.0 0.2 0.0 -0.216
H -2.42279 -2.74660 -0.50932 0.3 -0.3 0.2 0.069
H -1.52575 -4.31207 -0.30350 -0.2 0.3 0.2 0.072
H -1.72329 -3.17619 1.10276 0.0 -0.1 -0.5 0.061
C 1.73304 -0.04548 1.20221 2.8 0.5 2.6 -0.066
O 2.57832 0.02827 1.97524 -1.8 -0.4 -2.3 0.144
H -1.41714 0.01307 -1.25677 0.3 -0.2 -0.8 -0.058
C 3.84237 0.68441 5.60441 0.3 0.1 0.1 -0.044
C 2.91144 -0.33424 5.00401 -0.2 -0.1 0.0 -0.235
C 3.47366 -1.44247 4.38069 0.3 -0.1 -0.2 -0.079
C 2.68089 -2.43903 3.82654 0.0 -0.1 0.3 -0.110
C 1.30328 -2.30949 3.87174 -0.1 0.4 -0.2 -0.073
C 0.71424 -1.15072 4.41582 0.4 0.2 0.1 -0.202
N -0.68278 -1.08757 4.34537 -0.5 -1.0 -0.2 0.090
C -1.65250 -0.06963 4.35372 -0.3 0.5 -0.1 -0.201
C -2.88041 -0.39640 4.99415 0.3 0.0 0.0 -0.029
C -3.88086 0.54970 5.15227 -0.1 0.4 -0.3 -0.086
C -3.71316 1.83921 4.62673 0.2 0.0 -0.3 -0.078
C -2.54614 2.13462 3.92930 -0.1 0.0 0.2 -0.045
C -1.50941 1.21112 3.75400 0.3 -0.5 0.5 -0.097
C -0.24175 1.81223 3.08262 -0.9 0.9 1.4 -0.611
O 0.08618 2.92146 3.56273 0.2 -1.4 -1.5 0.013
O 0.25395 1.19018 2.08104 -0.2 0.4 -0.2 -0.245
C 1.51523 -0.19123 5.08182 -0.1 -0.6 -0.5 -0.152
C 0.89520 0.87471 5.92291 0.0 0.5 0.3 -0.008
H 3.70300 1.68262 5.16831 -0.1 -0.2 0.1 0.094
H 3.72142 0.76797 6.69162 0.0 0.0 -0.2 0.089
H 4.88032 0.38651 5.41580 -0.2 0.1 0.1 0.077
H 4.56217 -1.51433 4.34800 -0.3 -0.1 0.0 0.112
H 3.14023 -3.31874 3.37561 -0.1 0.1 0.1 0.106
H 0.65350 -3.09421 3.46891 0.1 0.2 0.1 0.098
H -1.09680 -2.02179 4.31994 0.2 0.6 0.1 0.133
H -3.01834 -1.40565 5.42742 0.2 0.7 -0.3 0.118
H -4.80033 0.31076 5.68565 0.3 -0.1 -0.1 0.107
H -4.46639 2.62248 4.74331 0.2 -0.4 0.0 0.106
H -2.36727 3.13403 3.52878 -0.2 -0.2 0.2 0.111
H 0.29341 1.58083 5.34928 0.1 -0.1 0.2 0.059
H 0.25733 0.44446 6.70891 0.1 0.0 -0.2 0.107
H 1.67494 1.47154 6.40543 -0.2 -0.2 0.0 0.077
```
Forces are in eV/Å.

Calculated values
Gap between HOMO and LUMO (eV): 3.91
Highest occupied orbital energy (eV): -9.465
Charge: +1

---

(3)
Molecular formula: C22H35N2O5PS2
Method: DFT, the ωB97M-V functional and the def2-TZVPD basis

```
67
Properties=species:S:1:pos:R:3:forces:R:3:lowdin_charge:R:1
C -5.93580 3.67448 -2.11648 0.3 0.0 0.9 -0.070
O -5.46756 3.32677 -0.78201 -1.1 0.1 -1.5 -0.108
C -4.30703 2.62859 -0.74087 0.6 0.0 0.1 -0.277
C -3.54304 2.32371 -1.90699 -0.8 0.2 1.2 -0.010
C -2.25099 1.88813 -1.71062 0.0 -0.1 0.5 -0.051
C -1.77052 1.80480 -0.40696 0.7 -0.5 0.2 -0.257
C -0.31714 1.53200 -0.17779 -0.4 0.1 1.5 -0.236
C 0.66491 2.31612 -0.92083 1.8 0.9 -1.0 -0.509
S 2.29804 1.81533 -0.94970 -2.6 0.7 -1.7 0.642
O 3.15241 2.39341 0.07225 0.5 -0.5 0.3 -0.351
O 2.21859 0.35739 -1.09881 1.0 -0.2 0.6 -0.392
C 2.90003 2.48683 -2.53061 0.3 -1.1 0.4 -0.253
C 2.93085 3.99891 -2.57519 0.2 0.3 -0.3 -0.251
C 1.83136 4.65828 -1.77305 -0.8 0.3 0.2 -0.253
S 0.28308 3.72657 -1.78686 0.7 -1.0 1.3 0.625
O 0.00075 3.36694 -3.16739 -0.2 0.9 -0.6 -0.350
O -0.68419 4.50205 -1.03291 -0.2 0.3 -0.6 -0.324
C -2.59069 1.85043 0.72116 0.4 0.5 -0.2 -0.055
C -3.87357 2.32610 0.57836 -0.5 -0.2 -1.0 -0.012
H -6.91192 4.13626 -1.95598 0.1 -0.1 -0.1 0.084
H -5.24141 4.41812 -2.54968 -0.3 -0.4 0.0 0.101
H -6.02936 2.78400 -2.76981 0.0 0.5 0.4 0.090
H -3.90061 2.49063 -2.92136 0.0 0.0 0.4 0.102
H -1.59662 1.68150 -2.55825 -0.1 0.2 0.3 0.118
H -0.08073 1.65151 0.88465 -0.5 -0.1 0.4 0.109
H 3.91130 2.06834 -2.59427 -0.1 0.0 -0.1 0.099
H 2.27401 2.03823 -3.31484 0.1 0.2 0.4 0.104
H 3.89675 4.35520 -2.20059 -0.2 0.0 -0.1 0.115
H 2.82427 4.30538 -3.62238 0.2 -0.1 0.2 0.117
H 2.08782 4.79277 -0.71643 -0.1 -0.1 -0.3 0.105
H 1.52297 5.61783 -2.19824 0.2 0.0 0.1 0.103
H -2.14141 1.64132 1.70908 -0.4 0.2 -0.6 0.116
H -4.52413 2.49733 1.44180 0.1 0.0 -0.5 0.114
C -2.79771 -2.91920 1.90670 -0.3 -0.1 -0.1 -0.034
C -1.64631 -3.34439 1.01597 0.1 0.1 -0.8 -0.647
C -1.45678 -4.86612 1.02808 -0.4 -0.1 0.0 -0.063
C -1.89806 -2.85061 -0.42718 -0.3 0.1 -0.1 -0.043
N -0.34334 -2.81021 1.46552 1.3 -2.3 0.5 -0.196
P 1.03402 -3.34280 0.57093 -0.7 4.3 1.0 1.278
H -0.28255 0.48736 -0.33976 0.9 -1.5 -0.5 0.083
N 1.92513 -2.35552 1.68517 -0.6 -2.7 0.1 -0.179
C 3.37846 -2.36203 1.51935 0.9 -0.2 -0.3 -0.658
C 4.08687 -1.45370 2.50488 0.5 0.3 0.3 -0.028
C 3.72267 -1.92344 0.09758 0.2 0.2 0.1 -0.056
C 3.78335 -3.82770 1.72010 0.4 0.1 0.2 -0.055
C 1.32304 -2.35704 2.93559 -0.7 0.7 -1.0 -0.078
C -0.01312 -2.61676 2.80586 0.1 0.7 -0.8 -0.079
H -2.97464 -1.83684 1.92448 0.3 -0.2 0.0 0.103
H -3.69026 -3.37711 1.47125 0.0 0.1 0.2 0.098
H -2.69250 -3.31483 2.91814 -0.1 0.1 0.0 0.079
H -0.58726 -5.14589 0.39793 -0.7 -0.1 0.2 0.045
H -1.26822 -5.17121 2.06554 0.0 -0.2 -0.3 0.095
H -2.36626 -5.35058 0.65163 0.3 -0.1 0.1 0.098
H -1.06209 -3.09278 -1.12453 -0.6 0.1 0.5 0.068
H -2.81576 -3.35997 -0.78396 0.5 0.3 0.0 0.098
H -2.08806 -1.75475 -0.45401 0.3 -0.6 0.0 0.099
H 3.92876 -1.73622 3.55692 0.0 0.1 -0.3 0.079
H 5.16430 -1.56150 2.30625 -0.3 0.1 0.1 0.101
H 3.85049 -0.38865 2.36008 -0.1 -0.4 0.0 0.109
H 3.15507 -2.51097 -0.63473 0.2 0.1 -0.1 0.053
H 3.46699 -0.86735 -0.06616 0.1 -0.4 -0.1 0.058
H 4.80391 -2.09011 -0.05958 -0.5 0.1 -0.1 0.105
H 3.19887 -4.44363 1.01408 0.5 0.0 0.3 0.047
H 4.85989 -3.94411 1.51831 -0.4 -0.2 0.2 0.100
H 3.54622 -4.12417 2.75348 0.2 -0.1 -0.3 0.094
H 1.90887 -2.15214 3.81240 -0.2 0.2 0.1 0.121
H -0.78446 -2.69030 3.55532 0.2 0.3 0.1 0.120
```
Forces are in eV/Å.

Calculated values
Gap between HOMO and LUMO (eV): 3.15
Highest occupied orbital energy (eV): -5.635
Energy above the lowest of the compared OMol25 structures with the same formula, charge and spin (kJ/mol): 0.0

---

| no. | M (g/mol) |
| --- | --- |
| 1 | 707.47 |
| 2 | 538.29 |
| 3 | 502.64 |